(1)
DFT (ωB97M-V/def2-TZVPD) results for CH3N3S as an isolated structure at a distorted geometry.

Each line ends with the Mulliken charge.
Cartesian coordinates (Å):
S: -0.69952 1.79313 1.90883  -0.219
N: 1.65923 0.64240 2.87277  -0.423
N: 0.36875 0.40433 -0.59995  -0.061
N: -0.72673 0.37964 0.07110  -0.369
C: 0.62778 1.08423 2.58246  0.267
H: 0.43385 1.07968 -1.44254  0.258
H: 1.17553 -0.06372 -0.33526  0.244
H: -0.51516 -0.18633 0.84884  0.303

Values from the calculation:
Gap between HOMO and LUMO (alpha / beta) = 8.00 / 8.01 eV
E_HOMO (alpha / beta) = -9.0 / -9.0 eV
Energy relative to the best compared isomer or geometry (same formula, charge and spin) = 25.1 kcal/mol

=====

(2)
DFT (ωB97M-V/def2-TZVPD) results for a 2-piece molecular cluster, CH3N3S2 overall at a distorted geometry.

Each line ends with the Mulliken charge.
Cartesian coordinates (Å):
S: -2.18717 -0.23099 0.47580  0.240
S: -1.67521 1.27076 -0.65077  -0.420
N: -0.21383 -1.36204 -0.59396  -0.151
N: 1.93726 0.51398 0.24695  -0.346
N: -1.19585 -1.43946 0.26010  -0.185
C: 1.62462 1.48143 0.75941  0.094
H: 1.33325 2.37795 1.23896  0.284
H: 0.43291 -2.13061 -0.64511  0.244
H: -0.05598 -0.48101 -1.09137  0.240

Values from the calculation:
Gap between HOMO and LUMO (alpha / beta) = 7.97 / 7.97 eV
E_HOMO (alpha / beta) = -8.3 / -8.3 eV
Energy relative to the best compared isomer or geometry (same formula, charge and spin) = 0.7 kcal/mol

=====

(3)
DFT (ωB97M-V/def2-TZVPD) results for CH3N4 as an isolated structure at a distorted geometry.

Each line ends with the Mulliken charge.
Cartesian coordinates (Å):
N: -1.46872 -0.51368 1.31094  0.081
N: -0.43944 0.09914 1.58669  -0.108
N: -1.07837 -0.73293 -0.11357  -0.064
N: 1.23972 0.70237 -0.56745  -0.322
C: -0.02192 -0.04372 0.21525  0.559
H: 1.39407 0.44581 -1.53088  0.285
H: 1.90526 1.15118 0.04247  0.292
H: -1.53060 -1.10818 -0.94343  0.276

Values from the calculation:
Gap between HOMO and LUMO (alpha / beta) = 9.10 / 9.10 eV
Net charge = +1
E_HOMO (alpha / beta) = -16.8 / -16.8 eV
Energy relative to the best compared isomer or geometry (same formula, charge and spin) = 132.7 kcal/mol

=====

(4)
DFT (ωB97M-V/def2-TZVPD) results for a 2-piece molecular cluster, CH3N4O2 overall at a distorted geometry.

Each line ends with the Mulliken charge.
Cartesian coordinates (Å):
O: -0.50808 -1.52299 -0.64466  -0.538
O: 3.42107 0.76947 0.12024  -0.650
N: 1.20600 -0.08421 0.16579  -0.641
N: -1.73701 0.38185 -0.69557  -0.259
N: -1.57588 0.55418 0.59693  -0.296
N: -1.35521 -0.59787 -1.26051  -0.056
C: 2.35088 0.25343 0.15704  0.239
H: -0.79655 -0.09124 0.96110  0.392
H: 0.28391 -1.05414 -0.31969  0.564
H: -1.28912 1.39152 0.91932  0.245

Values from the calculation:
Gap between HOMO and LUMO = 8.93 eV
Net charge = -1
E_HOMO = -4.8 eV
Energy relative to the best compared isomer or geometry (same formula, charge and spin) = 13.7 kcal/mol

=====

(5)
DFT (ωB97M-V/def2-TZVPD) results for a 2-piece molecular cluster, CH3N4O5S overall at a distorted geometry.

Each line ends with the Mulliken charge.
Cartesian coordinates (Å):
S: 0.96171 -1.27625 0.42088  1.268
O: 0.97076 -0.64522 1.70404  -0.640
O: 2.31181 0.57488 -0.34201  -0.744
O: -0.32498 -2.19030 0.23525  -0.557
O: 2.11208 -2.09734 0.13203  -0.655
O: 0.97109 1.56795 -1.67406  -0.791
N: -1.84789 0.05111 0.98609  -0.811
N: -1.64351 1.84192 -0.57529  -0.604
N: 0.32686 -0.21420 -0.70916  -0.696
N: 1.22265 0.66946 -0.93032  1.260
C: -1.57031 0.91109 0.18735  0.822
H: -1.32682 0.07685 1.86987  0.284
H: -1.04383 -1.45219 0.14192  0.495
H: -1.11964 2.18224 -1.44659  0.370

Values from the calculation:
Gap between HOMO and LUMO = 9.80 eV
Net charge = -1
E_HOMO = -6.0 eV
Energy relative to the best compared isomer or geometry (same formula, charge and spin) = 21.9 kcal/mol

=====

(6)
DFT (ωB97M-V/def2-TZVPD) results for a 2-piece molecular cluster, CH3N4S overall at a distorted geometry.

Each line ends with the Mulliken charge.
Cartesian coordinates (Å):
S: -2.85826 0.27068 -0.04038  -0.552
N: -0.41204 1.11870 0.12330  -0.615
N: -0.70506 -1.06582 -0.08129  -0.454
N: -1.21764 0.15412 -0.09915  0.759
N: 0.59912 -0.97596 -0.01795  -0.390
C: 0.87515 0.41688 0.37358  -0.329
H: 1.81641 0.64558 -0.17664  0.250
H: 0.98651 0.44143 1.40541  0.252
H: 0.91581 -1.00560 -1.48688  0.078

Values from the calculation:
Gap between HOMO and LUMO (alpha / beta) = 7.26 / 7.26 eV
Net charge = -1
E_HOMO (alpha / beta) = -3.1 / -3.1 eV
Energy relative to the best compared isomer or geometry (same formula, charge and spin) = 95.3 kcal/mol

=====

(7)
DFT (ωB97M-V/def2-TZVPD) results for a 2-piece molecular cluster, CH3N4Si overall at a distorted geometry.

Each line ends with the Mulliken charge.
Cartesian coordinates (Å):
Si: -0.91252 0.23344 1.91534  0.363
N: 0.54791 -0.79473 -2.56722  -0.292
N: 1.68512 0.28374 -1.03035  -0.390
N: -0.36726 -0.34179 -1.70241  -0.343
N: 1.73506 -0.47216 -2.17640  -0.283
C: 0.40661 0.35399 -0.82323  0.205
H: -2.14523 0.94371 1.55048  -0.079
H: -0.76256 -1.21551 1.99957  -0.073
H: -0.18714 1.00930 2.83424  -0.109

Values from the calculation:
Gap between HOMO and LUMO (alpha / beta) = 7.52 / 7.33 eV
Net charge = -1
E_HOMO (alpha / beta) = -4.8 / -4.1 eV
Energy relative to the best compared isomer or geometry (same formula, charge and spin) = 97.9 kcal/mol

=====

(8)
DFT (ωB97M-V/def2-TZVPD) results for CH3NO as an isolated structure at a distorted geometry.

Each line ends with the Mulliken charge.
Cartesian coordinates (Å):
O: -1.10178 -0.41267 0.24885  -0.252
N: -0.45960 0.72387 -0.16864  -0.393
C: 0.22345 -0.48206 -0.18814  -0.029
H: 0.44051 -0.76117 -1.11493  0.202
H: 1.11510 -0.61171 0.37661  0.246
H: -0.21769 1.54373 0.84624  0.227

Values from the calculation:
Gap between HOMO and LUMO = 10.35 eV
E_HOMO = -9.4 eV
Energy relative to the best compared isomer or geometry (same formula, charge and spin) = 110.1 kcal/mol

=====

(9)
DFT (ωB97M-V/def2-TZVPD) results for one molecule with the formula CH3NO at a distorted geometry.

Each line ends with the Mulliken charge.
Cartesian coordinates (Å):
O: 1.65279 -0.35284 -0.01023  -0.501
N: -0.68089 -0.28839 -0.07777  -0.372
C: 0.58440 0.18120 -0.10912  0.093
H: -0.88360 -1.30662 -0.00379  0.252
H: 0.58805 1.24400 -0.03940  0.263
H: -1.26075 0.52266 0.24030  0.265

Values from the calculation:
Gap between HOMO and LUMO = 10.89 eV
SMILES string = NC=O
E_HOMO = -10.0 eV
Energy relative to the best compared isomer or geometry (same formula, charge and spin) = 9.6 kcal/mol

=====

(10)
DFT (ωB97M-V/def2-TZVPD) results for a 2-piece molecular cluster, CH3NO2 overall at a distorted geometry.

Each line ends with the Mulliken charge.
Cartesian coordinates (Å):
O: -2.14611 -0.79814 -0.09902  -0.351
O: 1.57026 0.06105 0.55356  -0.333
N: 0.81594 -0.35335 -0.51779  -0.380
C: -1.36927 0.08985 -0.08225  0.220
H: 1.77765 -0.71542 1.08454  0.339
H: -1.40287 1.21388 0.06702  0.260
H: 0.75440 0.50212 -1.00606  0.245

Values from the calculation:
Gap between HOMO and LUMO (alpha / beta) = 8.47 / 9.15 eV
E_HOMO (alpha / beta) = -7.9 / -8.5 eV
Energy relative to the best compared isomer or geometry (same formula, charge and spin) = 135.0 kcal/mol

=====

(11)
DFT (ωB97M-V/def2-TZVPD) results for a 2-piece molecular cluster, CH3NO2S overall at a distorted geometry.

Each line ends with the Mulliken charge.
Cartesian coordinates (Å):
S: -4.75677 0.58034 1.66807  -0.750
O: 5.53599 0.28983 -2.54756  -0.516
O: 5.39005 0.99171 -4.56867  -0.519
N: 5.76447 0.08229 -3.78142  0.035
C: -3.31328 -0.30920 2.21973  -0.810
H: -2.38140 0.27859 2.59111  0.180
H: -3.40794 -0.97761 3.04665  0.217
H: -2.83112 -0.93594 1.37208  0.162

Values from the calculation:
Gap between HOMO and LUMO = 6.40 eV
Net charge = -2
E_HOMO = -0.7 eV
Energy relative to the best compared isomer or geometry (same formula, charge and spin) = 0.0 kcal/mol

=====

(12)
DFT (ωB97M-V/def2-TZVPD) results for a 2-piece molecular cluster, CH3NO2S overall at a distorted geometry.

Each line ends with the Mulliken charge.
Cartesian coordinates (Å):
S: 1.93265 -1.39218 -0.00658  0.303
O: -0.04188 0.55551 -0.52247  -0.130
O: 2.86881 -1.54893 -1.14392  -0.314
N: -0.45742 1.13488 -1.50752  -0.181
C: -0.91465 0.33882 0.63637  -0.348
H: -0.38520 -0.50357 1.14553  0.146
H: -1.03345 1.25291 1.29606  0.237
H: -1.96886 0.16256 0.10253  0.288

Values from the calculation:
Gap between HOMO and LUMO (alpha / beta) = 6.84 / 6.77 eV
E_HOMO (alpha / beta) = -8.3 / -8.3 eV
Energy relative to the best compared isomer or geometry (same formula, charge and spin) = 152.6 kcal/mol